C10H14OS as an isolated structure, computed with ωB97M-V/def2-TZVPD.

Properties
Frontier orbital gap (spin up / spin down) (eV): 5.438 / 6.875
Energy above the lowest of the compared OMol25 structures with the same formula, charge and spin (kJ/mol): 170.9
Maximum force (eV/A): 7.29
Spin multiplicity: 3
Expectation value of S²: 2.03
Calculated total energy (hartree): -862.5972

CARTESIAN COORDINATES (ANGSTROEM)
H 4.32 1.53 -1.01
C 0.87 0.10 0.12
H -1.39 -0.89 1.48
C -2.68 0.76 0.92
H 2.08 0.94 -1.53
C 2.20 0.56 -0.61
H -3.63 0.22 0.95
H -1.51 -1.92 -0.93
C -2.20 -1.41 -0.31
C 2.50 -1.54 0.72
H -0.16 1.63 -1.93
S 3.17 -1.02 -0.86
H 1.13 -1.14 2.07
H -2.40 1.17 1.83
C -1.61 -0.31 0.67
H -2.78 1.51 0.18
C -0.46 0.25 -0.18
C 1.41 -0.87 1.13
H -2.91 -0.98 -0.90
H -1.61 1.74 -0.98
C 3.60 1.20 -0.09
H 2.92 -2.31 1.36
H -1.33 0.48 -2.05
C -0.92 1.10 -1.37
H -2.64 -2.14 0.30
O 4.01 1.33 1.02


A 2-piece molecular cluster, C10H14Si overall, computed with ωB97M-V/def2-TZVPD.

Properties
Frontier orbital gap (spin up / spin down) (eV): 6.513 / 6.415
Energy above the lowest of the compared OMol25 structures with the same formula, charge and spin (kJ/mol): 533.0
Maximum force (eV/A): 2.77
Calculated total energy (hartree): -678.7632

CARTESIAN COORDINATES (ANGSTROEM)
C 1.47 1.24 -1.25
H 2.45 1.66 -1.49
C 2.84 0.34 1.49
H 3.56 -0.47 1.63
H -4.97 -1.23 -0.97
H 1.06 0.82 -2.16
C -2.20 -0.79 0.76
C -2.18 0.61 0.79
H 3.40 1.24 1.27
H 2.35 0.49 2.45
H 1.51 -2.59 0.11
C -3.16 -1.53 0.15
H 2.97 -2.03 -0.70
H -4.95 1.19 -0.91
C -4.16 -0.73 -0.46
H 1.42 -1.98 -1.53
H -3.19 -2.61 0.11
C 1.90 -1.84 -0.57
H -0.87 -0.14 2.49
Si 1.61 -0.08 0.11
H -3.14 2.47 0.22
C -1.13 -0.12 1.45
H 0.83 2.05 -0.94
C -4.15 0.65 -0.43
C -3.13 1.39 0.22


C10H15BrF3O7S as an isolated structure, computed with ωB97M-V/def2-TZVPD.

Properties
Frontier orbital gap (eV): 6.163
Maximum force (eV/A): 4.42
Total charge: -1
Calculated total energy (hartree): -4188.4731

CARTESIAN COORDINATES (ANGSTROEM)
H -0.62 -1.59 1.17
F -3.06 -2.25 1.11
O 4.05 -3.87 -0.63
S 2.93 -3.29 -1.43
O -1.07 -1.36 -1.54
C 0.25 1.86 0.66
H 2.01 1.59 -0.65
H -2.82 6.67 1.17
O 3.21 -3.72 -2.83
H 1.22 -0.27 1.69
C 1.18 0.91 -0.24
C -2.54 5.99 0.35
H -0.39 1.26 1.41
C 1.10 -2.81 0.31
H 0.65 0.46 -1.13
H -0.64 -1.65 -2.37
H -2.56 6.55 -0.59
C -2.91 -2.39 -0.29
C -1.35 -2.52 -0.72
H -0.82 -3.40 1.25
H 0.96 2.48 1.33
C -1.14 5.43 0.60
H -3.29 5.19 0.30
C -0.44 -2.54 0.58
O 2.63 -1.64 -1.29
O -1.07 4.18 0.69
H -1.26 -3.46 -1.35
C 1.83 -0.18 0.75
O -0.23 6.29 0.67
Br 3.64 0.56 1.24
C 2.11 -1.59 0.08
F -3.70 -3.42 -0.80
O 1.47 -3.75 -0.74
H 1.46 -3.22 1.32
F -3.41 -1.17 -0.81
H 3.03 -1.95 0.67
H -0.40 2.59 0.06


An isolated ion of composition C10H15BrN4 and charge +2, computed with ωB97M-V/def2-TZVPD.

Properties
Frontier orbital gap (eV): 6.759
Maximum force (eV/A): 4.60
SMILES string: C/C=C/[C@@H](/C=[NH+]/n1cccc1)/[N+](C)=N\Br
Total charge: +2
Calculated total energy (hartree): -3182.2110

CARTESIAN COORDINATES (ANGSTROEM)
C 1.89 3.24 -0.43
C -1.52 -0.50 -2.81
C -0.62 -0.41 0.66
C 1.61 -1.34 3.31
N -1.70 -0.50 -1.39
C -2.75 -1.27 -1.10
H 2.16 0.78 -0.12
H 0.15 0.60 2.42
N 1.40 -1.07 1.92
H 2.25 4.14 0.00
C -2.55 -1.09 -3.37
H -2.79 -1.21 -4.47
C 0.62 0.12 1.46
C 1.46 1.05 0.70
N -0.85 -0.01 -0.51
C -3.26 -1.71 -2.24
H -4.10 -2.39 -2.38
H 0.45 2.94 1.13
H 2.20 -2.30 3.44
C 1.18 2.36 0.52
N 1.83 -1.88 1.08
H -1.28 -1.14 1.08
H -3.13 -1.37 -0.01
H -0.89 0.19 -3.18
Br 1.56 -2.10 -0.63
H -0.15 0.68 -0.75
H 2.76 2.81 -0.84
H 0.57 -1.50 3.85
H 2.22 -0.64 3.97
H 1.30 3.50 -1.30


C10H15ClFNdNi as an isolated structure, computed with ωB97M-V/def2-TZVPD.

Properties
Frontier orbital gap (spin up / spin down) (eV): 2.576 / 6.932
Maximum force (eV/A): 3.11
Spin multiplicity: 6
Total charge: -2
Expectation value of S²: 8.78
Calculated total energy (hartree): -3019.5703

CARTESIAN COORDINATES (ANGSTROEM)
C 1.80 0.33 2.49
C 1.77 0.64 -2.57
H 2.18 0.41 -3.57
C -1.91 0.03 -3.55
Nd 0.08 -0.11 -0.67
F 1.32 1.00 6.07
H -2.66 0.84 -3.49
H -1.68 -1.88 0.79
C 1.05 0.70 4.76
H 2.63 0.29 1.79
H -1.57 -0.09 2.76
H 2.15 1.60 -2.19
H 1.23 -1.52 -3.61
C -2.00 -1.15 0.03
H -1.07 0.43 5.14
H -2.50 -1.73 -0.77
H -1.84 -0.35 -4.59
C -0.53 0.12 3.04
C 0.48 0.15 2.11
H 3.13 0.83 4.17
Ni -0.14 0.64 -3.06
H -2.71 -0.47 0.52
H 2.15 -0.19 -1.92
C -0.26 0.41 4.40
Cl -0.65 2.27 -1.70
C 0.20 -1.17 -3.34
H -2.28 -0.81 -2.93
H -0.46 -1.85 -3.93
C 2.10 0.63 3.85


C10H15ClN2O in the gas phase, computed with ωB97M-V/def2-TZVPD.

Properties
Frontier orbital gap (eV): 9.443
Energy above the lowest of the compared OMol25 structures with the same formula, charge and spin (kJ/mol): 0.0
Maximum force (eV/A): 5.14
SMILES string: CC(=O)N1N=C(CCCl)[C@H]2[C@@H]1C2(C)C
Calculated total energy (hartree): -1034.8847

CARTESIAN COORDINATES (ANGSTROEM)
N -1.16 -1.12 -0.24
H 1.39 0.75 -1.66
C -0.22 2.62 -0.30
H 0.72 1.41 1.90
H 0.42 3.24 0.30
C 3.39 -0.73 0.61
C -3.49 -0.84 -0.71
H 2.77 -0.26 1.50
C 2.40 -1.62 -0.12
C -0.13 1.19 0.09
Cl 3.88 0.78 -0.35
N -0.05 -1.77 0.14
H 2.23 -2.34 0.64
C -0.82 0.22 -0.73
H -4.33 -1.56 -0.97
H -1.38 0.50 -1.72
H 4.26 -1.23 0.90
H -0.06 -0.14 1.94
H -0.99 1.33 1.99
C -2.38 -1.58 0.06
H 2.92 -1.97 -1.02
C 1.00 -1.13 -0.27
C -0.10 0.92 1.53
H -3.97 0.02 -0.16
H 0.04 2.73 -1.29
H -3.16 -0.38 -1.67
C 0.74 0.24 -0.80
O -2.67 -2.46 0.83
H -1.26 3.16 -0.41


An isolated ion of composition C10H15N2 and charge +1, computed with ωB97M-V/def2-TZVPD.

Properties
Frontier orbital gap (eV): 9.982
Energy above the lowest of the compared OMol25 structures with the same formula, charge and spin (kJ/mol): 205.3
Maximum force (eV/A): 3.18
SMILES string: C[C@@]1(c2ccccc2)[NH2+][C@@]1(C)N
Total charge: +1
Calculated total energy (hartree): -499.2742

CARTESIAN COORDINATES (ANGSTROEM)
H -0.79 0.14 -2.20
C 1.23 1.20 -0.06
H 0.72 2.11 -0.03
H 1.19 -2.32 0.24
C 2.60 1.26 -0.17
H -1.35 1.81 -1.76
H 4.52 0.32 -0.27
H -3.19 0.51 1.06
H -0.73 -1.85 -0.90
H -0.81 0.97 2.30
H -1.76 -0.46 2.26
H 0.11 -0.40 2.69
C 2.93 -1.16 -0.18
H 3.15 2.18 -0.32
C 1.57 -1.28 0.00
N -1.33 -1.47 -0.17
C -1.56 0.68 -1.74
H -1.89 -2.20 0.19
C -0.77 -0.05 2.02
N -2.96 0.66 0.11
H -3.73 0.61 -0.51
C 0.73 -0.10 0.05
C 3.45 0.15 -0.21
C -1.79 0.24 -0.33
C -0.65 -0.23 0.53
H -2.46 0.68 -2.40
H 3.56 -1.98 -0.23


A 2-piece molecular cluster, C10H15N2 overall, computed with ωB97M-V/def2-TZVPD.

Properties
Frontier orbital gap (spin up / spin down) (eV): 8.147 / 8.146
Energy above the lowest of the compared OMol25 structures with the same formula, charge and spin (kJ/mol): 606.4
Maximum force (eV/A): 4.56
Total charge: +1
Calculated total energy (hartree): -499.1215

CARTESIAN COORDINATES (ANGSTROEM)
H 1.12 -2.19 -0.99
H -0.65 1.58 0.59
C -2.79 -1.08 -0.71
C 0.75 -1.77 -1.85
H 2.58 0.12 2.73
H -0.14 2.64 1.70
H 2.42 1.95 2.85
C -0.49 -1.18 -1.49
H -0.97 1.41 2.29
H -1.51 2.07 -1.11
C -1.54 0.95 -1.04
H 0.65 -2.51 -2.63
C 2.16 1.03 2.38
C -0.44 0.15 -1.39
H 4.01 1.19 0.17
H -3.71 -1.56 -0.61
C -2.73 0.33 -0.65
H -3.51 0.97 -0.22
N -0.26 1.65 1.51
H 2.66 1.23 -0.99
H 1.58 -1.11 -2.22
N 2.15 1.16 0.98
H 0.50 0.64 -1.54
C -1.76 -1.85 -1.19
C 2.93 1.25 -0.01
H -1.67 -2.88 -1.26
C 0.96 0.73 1.49


An isolated ion of composition C10H15N2O and charge -1, computed with ωB97M-V/def2-TZVPD.

Properties
Frontier orbital gap (spin up / spin down) (eV): 5.514 / 5.513
Energy above the lowest of the compared OMol25 structures with the same formula, charge and spin (kJ/mol): 53.6
Maximum force (eV/A): 3.50
SMILES string: C/C=C/[C@@]1(C(C)C)C=NC=CN1[O-]
Total charge: -1
Calculated total energy (hartree): -574.6504

CARTESIAN COORDINATES (ANGSTROEM)
H -1.30 1.60 0.85
C 0.18 0.19 -0.22
H -3.78 -0.64 1.32
C 0.80 -1.30 0.10
C -1.78 -0.42 1.14
C 1.72 1.38 1.31
O -0.68 1.17 -2.28
H -0.98 -3.31 -1.75
C -0.93 0.54 0.77
C -0.42 -2.36 -1.51
H 2.05 0.43 -1.91
H 0.99 2.06 -0.66
H -3.11 1.09 1.25
H -3.26 0.05 2.80
H 2.52 2.01 1.39
H 2.09 0.43 1.76
H 0.90 1.79 1.91
N -0.37 0.09 -1.58
C -3.06 0.07 1.76
H -1.26 -1.03 -3.09
H -1.70 -1.54 0.93
H 3.44 1.26 -0.85
C 1.30 1.20 -0.17
C 2.49 0.61 -0.93
H 2.70 -0.45 -0.52
C -0.69 -1.12 -2.09
N 0.52 -2.38 -0.53
H 1.62 -1.39 0.83